No. 1
{"formula": "C33H21Cl5IN2PRh", "method": "ωB97M-V with the def2-TZVPD basis set", "species": ["Rh", "I", "C", "C", "C", "C", "C", "C", "C", "C", "C", "C", "H", "H", "H", "H", "H", "H", "N", "P", "C", "C", "C", "C", "C", "C", "C", "C", "C", "C", "C", "C", "C", "C", "C", "C", "C", "N", "H", "H", "H", "H", "H", "H", "H", "H", "H", "H", "H", "H", "H", "H", "H", "Cl", "C", "C", "C", "Cl", "C", "Cl", "C", "Cl", "C", "Cl"], "coordinates": [[0.120008, -0.535683, 0.950255], [-1.497051, 1.629100, 1.945429], [-3.218262, 0.450171, 1.504758], [-4.448271, 1.055026, 1.577128], [-5.600987, 0.310867, 1.317280], [-5.499918, -1.024159, 1.030209], [-4.249551, -1.670277, 0.996115], [-4.157743, -3.055053, 0.755327], [-2.939411, -3.677295, 0.729917], [-1.764147, -2.939691, 0.922372], [-1.796365, -1.571247, 1.111159], [-3.051329, -0.916190, 1.203124], [-4.522090, 2.096427, 1.842505], [-6.561356, 0.797011, 1.362769], [-6.380955, -1.605729, 0.808364], [-5.066643, -3.621368, 0.617792], [-2.866412, -4.741501, 0.562446], [-0.832477, -3.490712, 0.922275], [-0.242295, -0.080569, -2.191280], [0.530203, 0.837749, -0.980657], [2.263465, 0.758038, -1.535600], [2.609863, 1.168217, -2.821562], [3.943417, 1.193836, -3.188448], [4.918904, 0.800095, -2.282232], [4.567689, 0.369053, -1.012206], [3.236788, 0.348829, -0.635192], [0.051042, 2.534441, -1.381455], [-1.286161, 2.898526, -1.531690], [-1.607755, 4.229395, -1.730609], [-0.612800, 5.196472, -1.753895], [0.714314, 4.838432, -1.583359], [1.044972, 3.513305, -1.375871], [0.086951, -1.409276, -2.141825], [-0.200772, -2.315939, -3.164101], [0.277655, -3.603961, -3.048155], [1.018510, -3.959619, -1.922295], [1.228295, -3.015422, -0.939949], [0.761248, -1.770850, -1.039425], [-0.877175, 0.271605, -2.890879], [1.842622, 1.490536, -3.514913], [4.226526, 1.542090, -4.171967], [5.959861, 0.844797, -2.564633], [5.330814, 0.070181, -0.310583], [2.931891, 0.033782, 0.360134], [-2.065168, 2.144602, -1.501301], [-2.639598, 4.519379, -1.856557], [-0.873393, 6.232917, -1.897733], [1.487048, 5.592477, -1.602298], [2.078169, 3.233677, -1.231508], [-0.767764, -1.994204, -4.024335], [0.099327, -4.323172, -3.833356], [1.420696, -4.953430, -1.811432], [1.804364, -3.243565, -0.054718], [1.073842, -2.792139, 2.644311], [1.534450, -1.335518, 3.425657], [1.393867, -0.180085, 2.660430], [1.740564, 1.023039, 3.269610], [1.603941, 2.483755, 2.363921], [2.160901, 1.072108, 4.597775], [2.481140, 2.573697, 5.357607], [2.273271, -0.113929, 5.336311], [2.744083, -0.060978, 6.978178], [1.973786, -1.343476, 4.740691], [2.091365, -2.808594, 5.632172]], "atomic_forces_ev_per_a": [[-1.79, 0.24, 0.20], [-0.20, -1.55, -0.36], [-0.20, 0.60, 0.13], [0.80, 0.01, 0.08], [-0.24, -0.48, -0.11], [-0.14, 0.40, 0.03], [0.35, 0.16, 0.05], [0.31, -0.25, -0.04], [-0.46, -0.05, 0.13], [0.21, 0.66, -0.04], [1.34, -0.13, -0.73], [-0.06, 0.10, 0.00], [-0.06, 0.18, 0.02], [-0.15, 0.03, -0.03], [-0.14, -0.08, 0.07], [-0.10, -0.04, -0.07], [-0.05, -0.10, 0.02], [0.07, 0.14, -0.18], [-0.40, 0.22, 0.64], [1.45, 0.09, 0.34], [-0.24, 0.10, 0.29], [0.03, -0.05, 0.10], [-0.04, 0.02, -0.08], [0.03, 0.01, 0.07], [0.14, 0.02, -0.03], [-0.18, 0.08, 0.05], [-0.11, -0.21, 0.55], [0.10, -0.09, -0.14], [-0.13, 0.03, -0.01], [-0.02, -0.04, -0.01], [-0.09, 0.09, 0.05], [0.06, -0.14, -0.04], [-0.03, -0.72, -0.09], [0.12, 0.12, 0.07], [0.05, 0.16, 0.23], [0.08, 0.00, 0.01], [0.13, -0.34, -0.33], [-0.87, 0.00, 0.61], [0.11, 0.06, 0.07], [0.02, 0.02, -0.04], [0.01, -0.04, -0.05], [0.09, -0.03, -0.04], [0.09, -0.05, 0.05], [0.11, 0.02, -0.06], [-0.05, 0.04, 0.03], [-0.10, 0.01, -0.02], [-0.05, 0.11, -0.04], [0.06, 0.03, 0.02], [0.04, 0.03, 0.03], [0.00, 0.02, -0.09], [-0.07, -0.05, -0.03], [0.05, -0.06, 0.02], [-0.06, -0.01, 0.11], [-0.13, -0.62, -0.26], [0.02, 0.79, -0.36], [0.19, 0.55, -0.55], [0.01, -0.56, -0.07], [0.10, 0.27, -0.16], [-0.06, -0.21, 0.15], [0.07, 0.08, -0.01], [-0.06, 0.02, -0.19], [0.07, 0.01, 0.09], [-0.03, 0.25, 0.13], [0.00, 0.13, -0.17]], "mulliken_charge": [-0.94, 0.36, 0.50, -0.61, -0.70, -0.86, 1.00, -0.81, -1.14, 0.01, 0.45, 0.23, 0.43, 0.41, 0.41, 0.41, 0.44, 0.27, 0.02, 2.41, 0.07, -0.30, -0.81, -0.51, -0.76, -0.27, 0.22, -0.20, -0.85, -0.54, -0.82, -0.54, 0.39, -1.00, -0.45, -0.92, -0.81, 0.47, 0.21, 0.45, 0.44, 0.41, 0.48, 0.14, 0.44, 0.44, 0.41, 0.44, 0.46, 0.49, 0.46, 0.49, 0.51, -0.23, 1.25, -1.59, 1.36, -0.10, -0.36, -0.17, 0.76, -0.17, -0.53, -0.17], "lumo_energy_ev": [-4.4, -4.3], "charge": 1, "multiplicity": 1}

---

No. 2
{"formula": "C5H6N2", "method": "ωB97M-V with the def2-TZVPD basis set", "species": ["C", "C", "C", "C", "C", "N", "N", "H", "H", "H", "H", "H", "H"], "coordinates": [[-2.883806, 0.234569, -0.202524], [-0.590410, 0.564099, -0.152057], [0.718011, -0.146746, -0.142614], [0.358140, -1.426098, 0.063570], [1.975148, 0.632053, 0.104020], [-4.051682, 0.239055, -0.080353], [-1.629375, -0.169905, -0.252138], [-0.774113, 1.710138, -0.180534], [-0.653279, -1.845567, 0.357232], [1.033789, -2.190499, 0.071640], [2.729778, -0.100418, 0.004935], [1.733147, 1.090787, 1.067513], [2.034649, 1.408533, -0.658692]], "atomic_forces_ev_per_a": [[-0.56, -1.01, 0.10], [4.66, 4.06, -0.96], [-4.84, 6.88, 0.27], [-1.61, -5.87, 1.19], [-2.21, -0.57, -0.75], [0.97, 0.60, -0.25], [-4.00, -1.59, 0.06], [1.05, -1.79, 0.20], [1.49, 1.31, -0.39], [2.18, -1.89, -0.27], [1.55, -0.09, 0.55], [1.05, -0.07, 0.13], [0.26, 0.02, 0.12]], "lowdin_spin": [0.03, 0.23, 0.42, 0.63, 0.06, 0.21, 0.32, 0.00, 0.03, 0.04, 0.00, 0.02, 0.01], "lumo_energy_ev": [0.6, -3.3], "multiplicity": 3}

---

No. 3
{"formula": "C23H19N6OPd", "method": "ωB97M-V with the def2-TZVPD basis set", "species": ["Pd", "O", "C", "N", "C", "C", "C", "C", "C", "C", "N", "C", "C", "C", "C", "C", "N", "H", "H", "H", "H", "H", "H", "H", "H", "H", "H", "C", "C", "N", "C", "C", "C", "C", "C", "C", "C", "C", "N", "C", "N", "H", "H", "H", "H", "H", "H", "H", "H", "H"], "coordinates": [[0.497281, 0.114324, -1.182178], [3.814752, 1.341310, -3.106227], [2.688253, 1.230339, -2.607294], [1.968260, 0.022624, -2.540734], [2.606752, -1.255845, -2.648553], [1.631762, -2.389743, -2.229346], [1.883490, -3.728889, -2.536833], [0.998049, -4.688367, -2.111783], [-0.150011, -4.325950, -1.414869], [-0.335456, -2.980671, -1.135083], [0.540174, -2.033835, -1.562329], [1.991248, 2.487143, -2.064099], [2.493500, 3.754652, -2.358168], [1.941232, 4.803959, -1.675710], [0.874346, 4.590753, -0.781701], [0.367469, 3.351740, -0.642300], [0.926598, 2.321451, -1.305578], [3.438644, -1.311007, -1.930920], [3.043390, -1.446984, -3.608745], [2.830303, -4.042209, -2.951873], [1.179190, -5.748690, -2.296560], [-0.885889, -5.047777, -1.114971], [-1.225519, -2.665444, -0.604990], [3.305058, 3.819327, -3.081769], [2.385358, 5.794705, -1.804777], [0.421834, 5.424464, -0.270867], [-0.473891, 3.140530, 0.037627], [1.606356, -0.363989, 3.088257], [1.581285, -0.243407, 1.736111], [0.490160, 0.161897, 1.074334], [-0.592019, 0.562324, 1.762546], [-0.678530, 0.455114, 3.153926], [0.492885, 0.002112, 3.800150], [-1.877980, 0.853167, 3.940417], [-3.121400, 0.777853, 3.476143], [-3.459826, 0.185661, 2.137471], [-3.655906, -1.178733, 1.909214], [-4.028405, -1.553802, 0.637262], [-4.219644, -0.674807, -0.332241], [-4.054813, 0.623609, 0.011285], [-3.658875, 1.095715, 1.172591], [2.500622, -0.725451, 3.556283], [2.423331, -0.561644, 1.114772], [-1.405232, 1.041102, 1.201913], [0.502290, 0.063717, 4.882061], [-1.715249, 1.129112, 4.965280], [-3.957743, 1.010850, 4.060372], [-3.549954, -1.963069, 2.677640], [-4.228539, -2.567817, 0.274316], [-4.149015, 1.338593, -0.769469]], "atomic_forces_ev_per_a": [[-0.39, 0.41, 0.60], [-1.74, -0.25, 0.91], [1.34, -0.78, -1.34], [0.12, 1.81, 0.46], [-0.14, -0.64, 1.22], [0.54, 0.45, -0.86], [0.43, 0.17, 0.60], [-0.33, -0.71, 0.10], [0.17, 0.92, -0.09], [0.40, -0.30, -0.63], [-0.83, -0.43, 0.69], [0.06, -0.39, -0.68], [0.33, -0.89, -0.09], [0.04, 0.77, 0.29], [0.72, 1.60, -0.65], [-0.42, -1.39, 0.09], [-0.60, -0.90, 0.90], [0.12, 0.02, -0.11], [0.07, -0.08, -0.72], [-0.03, 0.22, -0.39], [0.07, 0.35, -0.07], [-0.10, -0.18, 0.15], [0.15, 0.29, 0.02], [-0.11, 0.19, 0.37], [-0.43, -0.22, 0.05], [0.06, 0.10, 0.17], [0.44, 0.01, -0.55], [0.26, 0.05, 0.61], [-0.22, -0.74, -1.60], [-0.12, 0.50, -0.19], [-0.08, 0.07, -0.03], [0.75, 0.02, 0.18], [-1.22, 0.79, 0.41], [0.18, -0.39, -0.65], [1.21, -1.36, -1.11], [-0.48, 0.20, 0.36], [0.22, -0.36, 1.02], [-0.40, -0.20, -1.07], [-0.02, 1.49, 0.04], [0.49, -1.38, -0.51], [-0.18, -0.32, 0.36], [0.23, 0.00, 0.30], [-0.23, 0.21, 0.23], [0.50, -0.42, 0.12], [0.09, -0.40, 0.03], [0.14, 0.31, 0.27], [-1.01, 0.51, 0.94], [0.07, 0.76, -0.27], [0.27, 0.03, 0.79], [-0.37, 0.47, -0.63]], "lowdin_spin": [1.28, 0.08, 0.02, 0.31, 0.03, 0.00, 0.00, 0.00, 0.00, 0.00, 0.07, 0.00, 0.00, 0.00, 0.00, 0.01, 0.06, 0.01, 0.01, 0.00, 0.00, 0.00, 0.00, 0.00, 0.00, 0.00, 0.00, 0.00, 0.00, 0.08, 0.01, 0.00, 0.00, 0.00, 0.00, 0.00, 0.00, 0.00, 0.00, 0.00, 0.00, 0.00, 0.00, 0.00, 0.00, 0.00, 0.00, 0.00, 0.00, 0.00], "lumo_energy_ev": [-2.8, -4.6], "charge": 1, "multiplicity": 3}

---

No. 4
{"formula": "C3H4O2", "method": "ωB97M-V with the def2-TZVPD basis set", "species": ["O", "C", "C", "C", "O", "H", "H", "H", "H"], "coordinates": [[2.169217, -0.589117, -0.825611], [1.073274, -0.388084, -0.408105], [0.166623, 0.759561, 0.114740], [-0.846801, -0.365312, 0.250594], [0.061894, -1.296998, -0.389869], [-0.074718, 1.412359, -0.727276], [0.269568, 1.383349, 1.010553], [-1.776952, -0.220131, -0.298169], [-1.042101, -0.695626, 1.273142]], "atomic_forces_ev_per_a": [[-0.39, 0.50, 0.40], [0.53, 0.08, -0.13], [-0.43, 0.11, -0.04], [-0.44, 0.04, 0.13], [-0.23, -0.14, 0.04], [0.09, -0.01, 0.05], [0.84, -0.39, -0.28], [0.07, -0.30, -0.05], [-0.04, 0.10, -0.12]], "mulliken_charge": [-0.53, 0.54, -0.37, -0.28, -0.32, 0.20, 0.29, 0.23, 0.25], "lumo_energy_ev": 0.8, "multiplicity": 1}

---

No. 5
{"formula": "C6H15Cl2N5O2P", "method": "ωB97M-V with the def2-TZVPD basis set", "species": ["N", "C", "N", "C", "P", "O", "Cl", "N", "N", "Cl", "H", "H", "H", "H", "C", "C", "C", "O", "C", "N", "H", "H", "H", "H", "H", "H", "H", "H", "H", "H", "H"], "coordinates": [[4.033124, -2.839610, -2.501235], [3.147725, -1.822545, -2.639669], [1.972321, -2.042947, -3.290635], [1.360665, -0.844247, -3.207166], [-0.347963, -0.639102, -3.952237], [-0.824260, -2.195156, -4.170017], [-1.430382, 0.232768, -2.410874], [2.089984, 0.058441, -2.560514], [3.229834, -0.562882, -2.224678], [4.514006, 0.164397, -1.418308], [4.672522, -3.079379, -3.244968], [4.026233, -3.424023, -1.677664], [-0.707349, -2.657624, -3.316415], [1.826548, 1.024921, -2.382875], [-1.908712, 2.667981, 2.671575], [-2.333960, 1.660855, 1.608126], [-2.409224, 0.213794, 2.122661], [-1.149300, -0.421756, 2.274368], [-0.475771, -0.124035, 3.487036], [-1.433188, 1.775858, 0.454896], [-0.840529, 2.622351, 2.885373], [-2.122933, 3.683223, 2.335757], [-2.451810, 2.505804, 3.604633], [-3.340029, 1.940969, 1.282805], [-2.945897, -0.379628, 1.376653], [-2.990233, 0.147782, 3.050001], [-1.171300, 0.006196, 4.319583], [0.146793, 0.766160, 3.372850], [0.184372, -0.961339, 3.715567], [-1.774041, 1.170911, -0.288170], [-0.547247, 1.351861, 0.723541]], "atomic_forces_ev_per_a": [[1.14, 0.40, 0.72], [-1.19, -2.37, -1.51], [0.49, 2.28, 0.93], [-1.42, -1.63, 0.21], [-0.68, 0.39, -1.96], [0.83, 1.35, 1.78], [0.72, -0.77, -0.30], [-0.79, 0.22, -0.53], [1.18, 0.33, 0.77], [-0.32, 0.05, -0.13], [-0.25, 0.04, 0.06], [0.02, 0.19, -0.13], [-0.25, -0.52, -0.50], [0.53, -0.07, 0.33], [-0.11, 0.17, 0.05], [0.29, 0.04, 0.29], [-0.19, -0.07, -0.26], [-0.13, 0.07, 0.14], [0.22, -0.12, -0.17], [-0.06, -0.18, -0.15], [-0.01, -0.08, -0.02], [0.03, -0.05, -0.04], [0.03, -0.01, -0.01], [0.00, -0.10, -0.05], [0.08, -0.04, -0.01], [0.08, 0.09, 0.06], [-0.02, 0.07, -0.03], [-0.06, 0.08, 0.18], [-0.07, -0.04, -0.03], [-0.07, 0.20, 0.26], [-0.03, 0.07, 0.07]], "mulliken_charge": [-0.35, 0.30, -0.42, 0.40, 0.26, -0.40, -0.20, -0.03, 0.14, 0.13, 0.24, 0.24, 0.35, 0.29, -1.46, 0.41, -0.69, -0.39, -0.67, -0.58, 0.27, 0.37, 0.36, 0.42, 0.33, 0.44, 0.31, 0.24, 0.26, 0.14, 0.32], "lumo_energy_ev": -4.4, "charge": 1, "multiplicity": 1}

---

No. 6
{"formula": "C3H2N2O2", "method": "ωB97M-V with the def2-TZVPD basis set", "species": ["O", "C", "C", "N", "C", "N", "O", "H", "H"], "coordinates": [[-1.325501, 0.190027, -1.333799], [-1.457807, -0.330539, -0.266759], [0.012974, 1.750410, 0.824228], [0.917298, 1.088831, 0.436369], [1.451566, -0.092834, -0.027964], [0.772542, -1.171136, -0.104479], [-0.518561, -1.036523, 0.429046], [-2.345994, -0.288346, 0.379601], [2.493485, -0.109886, -0.336241]], "atomic_forces_ev_per_a": [[0.04, -0.47, 0.50], [0.09, 0.36, -0.36], [1.12, -0.22, -0.21], [-0.88, 0.52, 0.43], [-0.23, -0.26, -0.12], [0.23, 0.36, -0.11], [-0.12, -0.09, 0.06], [0.02, -0.18, -0.20], [-0.27, -0.03, 0.02]], "mulliken_charge": [-0.44, 0.15, 0.01, -0.12, 0.12, -0.29, -0.16, 0.36, 0.38], "lumo_energy_ev": -0.2, "multiplicity": 1}

---

Which formula does entry 4 have?
C3H4O2